1.
DFT (ωB97M-V/def2-TZVPD) results for an isolated ion of composition CH2ClN2O3 and charge +1 in a non-equilibrium geometry.

```
9
Properties=species:S:1:pos:R:3:forces:R:3
C 1.42560 0.07320 0.05796 0.2358 0.2433 0.2450
N 1.59703 -1.11569 0.17206 0.0908 1.9037 0.1583
N -1.06540 0.65182 -0.29862 -1.0989 -0.1643 0.6816
O 1.50563 -2.26991 0.18594 -0.1303 -1.7035 -0.0763
O 0.03322 0.43513 -0.83758 -0.0406 -0.1269 -0.5919
O -1.77390 -0.44413 0.08171 0.8404 -0.1883 -0.1187
Cl 2.27084 1.47747 0.37726 -0.1268 -0.3546 -0.0134
H -1.25719 1.50752 0.24460 0.2494 -0.1043 -0.1700
H -2.73583 -0.31540 0.01668 -0.0198 0.4949 -0.1146
```
Positions in Å, forces in eV/Å.

Properties
LUMO level (spin up / spin down): -7.36 / -6.71 eV
Charge: +1
Kohn-Sham gap (spin up / spin down): 0.2838 / 0.3102 Ha
2S+1: 1
SMILES string: O=[N+]=C(Cl)ONO
ΔE to the lowest compared entry with this formula, charge and spin: 68.44 kcal/mol

***

2.
DFT (ωB97M-V/def2-TZVPD) results for C28H34ClN7P2S3Tl as an isolated structure.

```
76
Properties=species:S:1:pos:R:3:forces:R:3
Tl -0.06426 -0.36337 0.51525 -0.2043 0.1029 -0.1994
N -1.83463 3.85112 1.18923 -0.0128 -0.0131 -0.0041
C -1.11053 2.77626 0.79444 -0.0307 0.0326 0.0200
S -0.86941 1.56631 2.03209 0.0620 0.0431 -0.0143
N -0.70902 2.78793 -0.44218 0.0582 -0.1388 -0.0055
N 0.06632 1.73472 -0.84107 -0.0680 0.1486 -0.0266
C 0.60915 1.84289 -2.00187 0.0415 -0.1168 0.0286
C 0.36591 2.97307 -2.93097 -0.0465 0.0301 -0.0008
C 1.43303 3.74286 -3.38075 0.0311 0.0007 -0.0040
C 1.21553 4.79246 -4.26154 -0.0120 -0.0068 0.0053
C -0.06735 5.05899 -4.71527 -0.0102 0.0008 0.0040
C -1.13385 4.28182 -4.28043 0.0047 0.0166 -0.0158
C -0.92157 3.24920 -3.38342 0.0105 -0.0145 0.0229
C 1.56243 0.77927 -2.42192 -0.0235 0.0132 0.0694
C 1.88857 0.59239 -3.76034 -0.0040 -0.0115 -0.0158
C 2.79755 -0.40027 -4.09103 -0.0117 0.0115 -0.0122
C 3.35688 -1.16344 -3.08106 -0.0050 0.0039 0.0218
C 2.96210 -0.91543 -1.77481 0.0135 -0.0455 0.0033
N 2.08539 0.02681 -1.44766 0.0396 0.0478 0.0246
H -2.03386 3.98540 2.16379 0.0008 0.0034 -0.0016
H -1.86454 4.64299 0.56730 0.0024 0.0061 0.0063
H 2.43806 3.52367 -3.03931 -0.0014 0.0028 0.0045
H 2.04791 5.39642 -4.59690 0.0037 -0.0002 -0.0012
H -0.23742 5.87129 -5.40930 -0.0024 -0.0019 -0.0037
H -2.13404 4.48523 -4.63925 -0.0008 0.0041 0.0008
H -1.75180 2.65304 -3.02782 0.0031 -0.0035 0.0019
H 1.43238 1.20833 -4.52171 0.0029 0.0002 -0.0034
H 3.06359 -0.57271 -5.12537 -0.0016 0.0027 -0.0009
H 4.07702 -1.94084 -3.29387 0.0011 -0.0019 0.0025
H 3.35156 -1.50702 -0.95422 0.0025 0.0216 -0.0207
C -0.79752 -3.79162 2.57902 0.0327 0.0214 -0.0126
P -1.27905 -2.06393 2.31034 0.0876 0.0479 0.1241
C -1.09498 -1.31612 3.96553 -0.0233 -0.0249 0.0193
C -3.09529 -2.15435 2.11910 0.0090 0.0588 -0.0526
C -3.77584 -0.81876 1.81311 -0.0235 0.0187 -0.0135
P -3.32573 -0.16513 0.14423 -0.0138 -0.0321 0.0075
C -4.40190 -1.18439 -0.93265 -0.0091 0.0220 0.0078
C -4.26961 1.40240 0.15732 -0.0025 -0.0016 0.0037
H -1.36937 -4.19579 3.41648 -0.0032 0.0043 0.0024
H 0.26651 -3.85628 2.80397 0.0033 -0.0059 -0.0173
H -1.01305 -4.36460 1.67997 0.0168 -0.0282 -0.0170
H -1.77697 -1.81199 4.65917 0.0075 -0.0114 -0.0032
H -1.33389 -0.25481 3.93680 -0.0183 0.0127 0.0147
H -0.07961 -1.43205 4.34310 0.0071 -0.0014 -0.0237
H -3.47043 -2.58091 3.05454 -0.0143 -0.0013 -0.0053
H -3.28452 -2.87597 1.32415 -0.0144 -0.0420 0.0233
H -3.49701 -0.05557 2.54468 0.0079 -0.0090 0.0079
H -4.86008 -0.94635 1.87874 0.0064 0.0185 -0.0078
H -5.44762 -1.10636 -0.62842 -0.0060 -0.0061 -0.0073
H -4.09122 -2.22788 -0.90865 -0.0182 0.0160 -0.0004
H -4.30753 -0.83298 -1.96102 -0.0040 -0.0063 -0.0067
H -5.32156 1.22040 0.38729 0.0029 0.0120 0.0010
H -4.20033 1.87712 -0.82199 0.0041 -0.0020 0.0006
H -3.85316 2.08859 0.89305 0.0150 0.0058 0.0065
S -0.37163 -1.64444 -1.67064 0.0013 -0.0705 0.0446
C -1.36986 -2.81761 -1.01213 0.0383 0.0862 -0.0753
N -2.02184 -3.64068 -0.52635 0.0093 -0.0701 0.0018
Cl 3.38939 -0.92286 5.21985 0.0007 -0.0021 0.0013
C 3.14156 -0.05197 3.75232 0.0261 0.0177 -0.0074
C 3.83420 1.11634 3.47746 -0.0067 -0.0128 0.0050
C 3.58828 1.75531 2.27352 0.0191 -0.0003 -0.0043
C 2.65964 1.21843 1.39841 0.0087 -0.0258 0.0628
N 2.00381 0.09392 1.67884 -0.0322 -0.0237 0.0074
C 2.23483 -0.53389 2.82704 -0.0209 -0.0017 -0.0100
H 4.54469 1.50939 4.19169 0.0050 0.0012 -0.0038
H 4.10796 2.66728 2.01676 -0.0044 0.0038 -0.0013
H 2.42049 1.68363 0.45253 -0.0028 0.0260 -0.0142
H 1.69553 -1.45635 3.00102 0.0025 0.0253 0.0154
S 3.83616 -4.69257 1.03337 0.0172 -0.0055 -0.0244
C 2.47998 -5.09496 0.07906 0.0000 -0.0272 0.0067
C 1.61005 -4.05427 0.05400 0.0333 0.0049 -0.0011
N 1.99187 -2.94378 0.77045 0.0096 -0.1535 0.0606
C 3.14894 -3.16126 1.33108 0.0654 0.0570 0.0048
H 2.38516 -6.05373 -0.40206 -0.0039 -0.0014 -0.0034
H 0.67489 -4.05338 -0.47957 -0.0344 -0.0101 0.0017
H 3.67460 -2.43456 1.93546 -0.0239 -0.0215 -0.0045
```
Positions in Å, forces in eV/Å.

Properties
LUMO level: -3.28 eV
Charge: +1
Kohn-Sham gap: 0.2687 Ha
2S+1: 1
ΔE to the lowest compared entry with this formula, charge and spin: 4.41 kcal/mol

***

3.
DFT (ωB97M-V/def2-TZVPD) results for CH4NO2P in the gas phase in a non-equilibrium geometry.

```
9
Properties=species:S:1:pos:R:3:forces:R:3
C 0.08482 1.22716 0.62318 -3.0985 -2.4468 -3.0464
N -0.16532 -1.32344 -0.26989 0.1469 2.3516 -0.2219
O -2.46515 -0.44846 0.46721 2.9652 0.9670 -0.7564
O -1.02595 1.15412 -1.10242 1.4959 -0.7357 1.9904
P -1.11606 -0.00309 -0.06534 -2.4465 0.3916 1.2118
H -0.03602 2.20557 0.87988 -0.6646 2.4603 1.2668
H 0.95570 1.05224 0.09058 2.1926 -0.3263 -0.4224
H -0.66888 -2.09808 -0.05387 -1.5173 -2.9152 0.6295
H 0.68145 -1.48032 -0.74163 0.9264 0.2536 -0.6515
```
Positions in Å, forces in eV/Å.

Properties
LUMO level: -1.36 eV
Charge: 0
Kohn-Sham gap: 0.3399 Ha
2S+1: 1
ΔE to the lowest compared entry with this formula, charge and spin: 42.79 kcal/mol

***

4.
DFT (ωB97M-V/def2-TZVPD) results for C6H19N5O3Rb as an isolated structure in a non-equilibrium geometry.

```
34
Properties=species:S:1:pos:R:3:forces:R:3
Rb -34.28064 -27.27150 1.50705 17.0722 -7.0784 1.4446
C -36.71378 -26.23275 2.68481 1.8186 1.1356 -0.0785
O -35.61835 -26.05194 2.13194 -10.1959 5.2590 6.1256
N -37.58104 -27.13421 2.38048 -3.4633 -2.6362 -0.9416
N -37.09194 -25.48883 3.69616 0.0865 1.9906 1.9133
H -37.43095 -27.76379 1.60510 -0.2019 0.4518 0.4623
H -38.49156 -27.02868 2.80465 0.0901 -0.3756 -0.3611
H -37.87923 -25.75360 4.27078 0.4708 0.4755 0.2062
H -36.36415 -24.83590 3.94933 -0.6491 0.1249 0.6796
C -36.15080 -29.18258 0.37924 -2.8466 -0.3740 -2.5520
O -35.94877 -28.11465 0.86545 -4.4643 -2.0113 -1.2511
N -35.39069 -30.26471 0.24135 1.2489 -0.9978 0.5483
N -37.33153 -29.21943 -0.23278 -2.6202 -2.8208 -2.0194
H -34.43530 -30.26291 0.56895 -0.2910 -0.1107 0.0976
H -35.83029 -31.15939 0.07888 0.2492 0.1702 -0.0744
H -37.58568 -30.04112 -0.76226 -0.0706 0.0408 -0.0288
H -37.98135 -28.46411 -0.39810 0.7351 0.2830 0.5090
C -34.71809 -23.44741 -1.13552 0.1043 -1.5726 0.6670
C -34.47507 -24.95999 -0.65362 -0.3581 1.6304 -0.3953
C -33.28236 -25.65785 -1.44432 -2.2261 -0.0427 1.0985
O -33.20246 -26.99983 -1.01771 -0.8542 0.3313 1.3515
C -31.99031 -27.64778 -1.25718 -0.6860 -0.3538 -0.6832
N -34.38958 -25.13331 0.83140 3.6986 5.2449 -4.2933
H -35.44661 -23.00868 -0.45370 0.2010 0.1130 0.2652
H -35.25742 -23.45314 -2.08272 0.4842 -0.0020 -0.2765
H -33.80836 -22.84730 -1.15451 -0.0827 0.0050 -0.1285
H -35.48479 -25.35833 -0.75300 0.1695 -0.8367 -1.2696
H -32.38274 -25.10643 -1.17096 0.2160 0.1180 -0.4444
H -33.49822 -25.81246 -2.50149 0.1830 1.3329 -0.3006
H -31.51263 -27.15502 -2.10400 0.5861 -0.2243 0.1277
H -32.35194 -28.62670 -1.57191 0.8722 -0.3977 0.0380
H -31.39269 -27.68826 -0.34651 0.3750 -0.0082 -0.1873
H -34.58143 -24.26152 1.30391 -0.3448 0.2604 -0.1379
H -33.42342 -25.31055 1.06639 0.6937 0.8758 -0.1109
```
Positions in Å, forces in eV/Å.

Properties
LUMO level: -2.61 eV
Charge: +1
Kohn-Sham gap: 0.3138 Ha
2S+1: 1
ΔE to the lowest compared entry with this formula, charge and spin: 234.98 kcal/mol